This record from the OMol25 dataset describes a molecular structure, C29H33IrN6O3S. The level of theory is wB97M-V/def2-TZVPD.

Atoms and positions in Å:
1 Ir 0.284 -1.607 0.086
2 N -0.880 -0.554 1.586
3 C -0.335 -0.619 2.976
4 C 1.075 -0.054 3.076
5 C 2.185 -0.898 2.453
6 N 2.152 -0.850 0.961
7 H -1.017 0.424 1.316
8 H -1.823 -0.940 1.591
9 H -0.352 -1.664 3.291
10 H -1.001 -0.062 3.636
11 H 1.307 0.051 4.137
12 H 1.101 0.962 2.665
13 H 2.096 -1.942 2.756
14 H 3.157 -0.540 2.795
15 H 2.948 -1.369 0.592
16 H 2.294 0.114 0.656
17 O -0.854 1.283 -3.259
18 S -0.580 0.851 -1.926
19 O -1.543 1.063 -0.881
20 N -0.279 -0.809 -1.878
21 C -0.526 -1.714 -2.814
22 C -0.937 -1.471 -4.156
23 C -1.135 -2.520 -5.032
24 C -0.946 -3.833 -4.635
25 C -0.547 -4.145 -3.302
26 C -0.359 -5.472 -2.861
27 C 0.014 -5.704 -1.563
28 C 0.193 -4.614 -0.710
29 N 0.026 -3.356 -1.105
30 C -0.339 -3.107 -2.392
31 C 0.972 1.468 -1.384
32 C 1.026 2.199 -0.205
33 C 2.256 2.691 0.219
34 C 3.400 2.444 -0.530
35 C 3.326 1.720 -1.718
36 C 2.106 1.233 -2.157
37 H -1.079 -0.454 -4.482
38 H -1.438 -2.308 -6.048
39 H -1.101 -4.644 -5.335
40 H -0.512 -6.293 -3.551
41 H 0.167 -6.705 -1.186
42 H 0.480 -4.759 0.322
43 H 0.122 2.406 0.356
44 H 2.318 3.280 1.125
45 H 4.355 2.832 -0.199
46 H 4.217 1.550 -2.307
47 H 2.034 0.688 -3.090
48 C -4.270 6.143 -0.480
49 N -4.083 4.978 0.379
50 N -2.906 4.381 0.503
51 C -3.045 3.299 1.418
52 O -2.118 2.579 1.718
53 C -4.436 3.335 1.826
54 C -5.038 4.365 1.181
55 C -6.434 4.868 1.239
56 C -1.738 4.749 -0.253
57 C -0.745 5.484 0.376
58 C 0.365 5.863 -0.366
59 C 0.467 5.497 -1.702
60 C -0.533 4.746 -2.310
61 C -1.650 4.363 -1.583
62 H -3.407 6.798 -0.378
63 H -5.174 6.652 -0.162
64 H -4.368 5.823 -1.517
65 H -4.888 2.667 2.539
66 H -7.023 4.216 1.879
67 H -6.893 4.884 0.249
68 H -6.472 5.875 1.656
69 H -0.853 5.775 1.413
70 H 1.140 6.459 0.096
71 H 1.328 5.809 -2.278
72 H -0.451 4.466 -3.351
73 H -2.435 3.772 -2.039

Values from the calculation:
Molecular weight ... 737.906 g/mol
E_tot ... -2180.6646 Ha
Strongest force on any atom ... 0.0053 hartree/bohr
Spin multiplicity ... 6
Charge ... +3
LUMO (alpha / beta) ... -8.23 / -10.37 eV
Gap between HOMO and LUMO (alpha / beta) ... 7.7218 / 6.5012 eV
Energy above the lowest of the compared OMol25 structures with the same formula, charge and spin ... 0.0 kJ/mol